1.
A 3-piece molecular cluster, C5H14N2 overall. Source: the OMol25 dataset; level of theory: ωB97M-V/def2-TZVPD.

Calculated values
Frontier orbital gap (alpha / beta) = 5.11 / 4.04 eV
<S²> = 0.755
HOMO energy (alpha / beta) = -0.0649 / -0.0623 hartree

Geometry as ORCA input:
```
! wB97M-V def2-TZVPD RIJCOSX def2/J DEFGRID3
* xyz -1 2
C -0.4763 0.7021 1.2246
C -0.9467 -0.4351 0.3137
C 0.0621 -1.1632 -0.4848
C -0.8977 -0.1415 -1.1617
C 3.4580 0.5487 0.0621
N 2.4064 0.3542 -0.9020
N -3.5804 0.0162 0.7022
H 0.5274 1.0039 0.9096
H -0.4728 0.3382 2.2562
H -1.1274 1.5677 1.1084
H -4.2263 0.2475 -0.0534
H -0.0947 -2.2293 -0.5819
H 1.1037 -0.7609 -0.5798
H -1.7504 -0.5218 -1.7079
H -0.3621 0.7409 -1.4883
H 3.8488 -0.3988 0.4354
H 3.0524 1.1595 0.8758
H 4.3276 1.1602 -0.2203
H 2.7468 -0.3280 -1.5868
H -4.1602 -0.4263 1.4193
H -2.1091 -0.6271 0.5547
*
```

=====

2.
An isolated ion of composition C5H14N2 and charge -1. Source: the OMol25 dataset; level of theory: ωB97M-V/def2-TZVPD.

Calculated values
Frontier orbital gap (alpha / beta) = 2.61 / 9.20 eV
<S²> = 0.750
HOMO energy (alpha / beta) = 0.0517 / -0.1819 hartree

Geometry as ORCA input:
```
! wB97M-V def2-TZVPD RIJCOSX def2/J DEFGRID3
* xyz -1 2
N -1.1123 1.2204 1.7436
C -0.8939 1.0797 0.2880
C -1.9479 0.2718 -0.4790
C 0.5295 0.6882 -0.0893
N 0.7211 -0.6817 -0.5652
C 1.7537 -0.7716 -1.5646
C 1.0158 -1.5819 0.5402
H -1.2580 0.2785 2.1110
H -2.0316 1.6462 1.8377
H -0.9939 2.1081 -0.0725
H -2.0536 -0.6857 0.0454
H -1.5283 -0.0099 -1.4393
H -2.9215 0.7577 -0.4657
H 1.1488 0.8068 0.8167
H 0.9413 1.3832 -0.8244
H 1.5672 -0.0645 -2.3725
H 2.7471 -0.5199 -1.1270
H 1.9014 -1.8239 -1.8236
H 0.6150 -1.3526 1.5231
H 2.1158 -1.5637 0.6909
H 0.8531 -2.6112 0.2302
*
```

=====

Best to worst by energy: 2, 1.

=====

1.
C4H2N2O in the gas phase. Source: the OMol25 dataset; level of theory: ωB97M-V/def2-TZVPD.

Calculated values
Frontier orbital gap = 8.21 eV
SMILES = N#CC1=CN1C=O
HOMO energy = -0.3313 hartree

Geometry as ORCA input:
```
! wB97M-V def2-TZVPD RIJCOSX def2/J DEFGRID3
* xyz 0 1
C -0.5891 -1.5449 1.6599
C -0.2531 0.8873 0.6550
C 0.5144 0.4266 -1.6373
C -0.5366 -0.3487 1.0498
N -0.4454 -2.6041 2.1105
N -0.1142 0.1586 -0.4654
O 1.0087 -0.3383 -2.4246
H -0.0910 1.8507 0.9050
H 0.5063 1.5128 -1.8529
*
```

=====

2.
C4H2N2O in the gas phase. Source: the OMol25 dataset; level of theory: ωB97M-V/def2-TZVPD.

Calculated values
Frontier orbital gap = 9.45 eV
SMILES = N#CC#CC(N)=O
HOMO energy = -0.3751 hartree

Geometry as ORCA input:
```
! wB97M-V def2-TZVPD RIJCOSX def2/J DEFGRID3
* xyz 0 1
N -1.4201 0.5638 -0.2013
C -0.8547 -0.6308 0.1156
O -1.4359 -1.6957 0.1694
C 0.5758 -0.7016 0.3217
C 1.7637 -0.9620 0.1121
C 2.5721 0.2115 -0.2142
N 2.1662 1.2101 0.2313
H -0.9481 1.4567 -0.1774
H -2.4189 0.5480 -0.3573
*
```

=====

Best to worst by energy: 2, 1.